[1]
# C19H16FN5O4S2

An isolated molecule of C19H16FN5O4S2 in a non-equilibrium geometry (ωB97M-V/def2-TZVPD, the OMol25 dataset).

XYZ file:
```
47
Properties=species:S:1:pos:R:3:forces:R:3:nbo_charge:R:1
H -0.018602 2.956688 -1.519995 -0.11 0.12 0.07 0.25
O -3.623622 -1.261648 0.673962 -0.11 0.10 0.07 -0.61
C -3.467573 -2.466843 0.793076 0.01 0.03 -0.02 0.69
H 1.069787 3.562586 1.831800 -0.06 0.07 0.17 0.20
H 2.927199 4.522551 3.288980 -0.18 -0.01 0.07 0.20
H 4.787037 2.833296 -1.746535 0.01 -0.03 -0.32 0.44
H 6.630459 5.298286 1.291396 0.05 -0.07 -0.01 0.19
H -5.776316 -6.502818 1.293677 -0.03 -0.09 -0.02 0.24
H -1.592506 1.262193 -0.579418 -0.10 0.06 0.03 0.22
N -2.302985 -3.101900 0.456639 -0.23 -0.03 0.05 -0.63
S 0.077804 -3.642112 -0.364950 0.26 -0.29 -0.04 -0.19
H -2.058893 -0.806788 -0.051388 0.26 -0.21 -0.06 0.45
N -1.172505 -1.246541 -0.334074 -1.02 -0.11 0.43 -0.58
F -7.558831 -5.602428 2.925966 0.08 0.06 -0.04 -0.31
H 7.798082 4.202619 0.487637 -0.06 0.00 0.02 0.20
N 3.844751 2.711726 -1.408488 -0.40 -0.20 -0.90 -0.85
O 3.251102 2.221421 -3.760875 0.09 -0.29 0.14 -0.93
H -2.224264 -4.095299 0.636765 0.08 0.26 -0.03 0.43
H 2.838933 -0.087454 -2.264259 0.12 -0.14 -0.02 0.24
C -4.528767 -3.348561 1.338425 -0.30 -0.07 0.10 -0.17
C -6.488501 -3.517487 2.734358 -0.08 -0.19 0.00 -0.28
C -5.467701 -2.765442 2.189471 0.17 -0.07 -0.14 -0.14
C -5.666923 -5.458947 1.541098 -0.20 -0.07 0.15 -0.28
C 1.870100 0.189047 -1.881133 -0.06 0.16 -0.07 -0.17
N 4.367619 4.174089 1.871318 0.32 -0.18 -0.57 -0.45
H -5.376851 -1.714338 2.416158 -0.01 0.08 0.02 0.24
H 6.921738 3.680762 1.960514 0.02 0.06 -0.06 0.19
C -1.140581 -2.566264 -0.096575 0.37 -0.06 -0.16 0.28
C -0.618695 0.969676 -0.944577 0.09 -0.09 -0.07 -0.24
C -0.237903 -0.376893 -0.879052 0.67 0.27 -0.31 0.17
O 1.999314 4.010179 -2.630294 -0.25 -0.19 0.29 -0.92
H -7.216150 -3.082772 3.400647 -0.08 0.02 0.07 0.24
O 5.870021 3.727314 0.177884 -0.29 -0.22 -0.38 -0.50
H 1.318580 -1.795054 -1.314403 -0.02 0.07 -0.01 0.25
C -4.642560 -4.698881 1.010229 -0.01 0.24 0.10 -0.17
C 6.862196 4.261989 1.038257 0.32 0.16 0.23 -0.25
C 3.580743 3.198058 -0.158882 -0.20 0.32 1.06 0.31
N 2.341781 3.151388 0.279870 0.51 0.18 0.01 -0.43
H -3.960869 -5.163018 0.312899 0.07 -0.05 -0.06 0.22
S 2.608416 2.717328 -2.582060 0.55 0.04 0.11 2.32
C 2.098667 3.617009 1.509398 0.03 0.10 0.15 -0.03
C 1.015489 -0.762775 -1.354627 0.00 -0.10 0.02 -0.20
C 0.240244 1.912526 -1.466632 -0.11 -0.02 -0.06 -0.13
C 1.479317 1.511017 -1.928225 0.30 0.30 -0.33 -0.34
C -6.570091 -4.859781 2.403746 0.16 0.08 -0.12 0.43
C 4.619435 3.717038 0.668993 -0.44 0.08 0.39 0.45
C 3.098981 4.130757 2.297880 -0.21 -0.07 0.03 -0.03
```
Forces are in eV/Å.

Properties
SMILES: COc1nccnc1NS(=O)(=O)c1ccc(NC(=S)NC(=O)c2ccc(F)cc2)cc1
spin multiplicity: 1
HOMO: -8.6 eV
largest force on an atom: 1.1 eV/Å
calculated total energy: -59991.6080 eV
relative energy (zero: lowest compared OMol25 entry of this formula, charge and spin): 0.00 kJ/mol
Kohn-Sham gap: 8.17 eV

[2]
# C19H16FeLiO3

A structure of composition C19H16FeLiO3 in a non-equilibrium geometry (ωB97M-V/def2-TZVPD, the OMol25 dataset).

XYZ file:
```
40
Properties=species:S:1:pos:R:3:forces:R:3:nbo_charge:R:1
O -0.151615 2.521425 0.751135 -0.70 -0.55 -0.61 -0.60
C 3.213462 -0.534972 -1.173874 -0.58 -0.40 1.28 -0.21
C -2.442708 0.632452 1.578763 -0.09 0.30 0.51 0.66
C 2.120103 -0.150856 -0.354330 0.53 0.31 0.39 -0.35
Li 3.548074 0.318614 2.686820 -0.12 -0.36 -0.21 0.96
H -0.580412 -0.732259 -0.053551 -0.32 -0.08 -0.21 0.20
H 3.331812 -0.280269 -2.224161 -0.11 -0.21 0.19 0.21
C -1.307777 1.109343 -2.783550 0.50 -0.34 -0.14 -0.40
C -3.718666 0.845838 -1.909845 -0.35 -0.58 -1.03 -0.15
H -2.863164 -1.621155 0.211522 -0.09 0.37 -0.09 0.20
O -2.205195 0.465141 2.704138 -0.34 -0.20 -0.83 -0.58
C 2.071707 -1.211539 3.301979 -0.85 0.73 0.19 -0.35
C 4.140006 -1.834960 2.161312 0.00 -0.24 0.10 -0.27
H -1.489430 0.999259 -3.865525 -0.07 -0.01 -0.01 0.18
H 5.130675 -2.294533 2.155490 -0.28 0.00 0.19 0.21
C 2.364536 -0.613353 0.975463 -0.30 0.57 -1.14 -0.10
H 3.686582 -2.318291 4.217865 -0.05 0.24 -0.29 0.22
H 5.013097 -1.825587 -0.725706 -0.30 0.37 0.04 0.20
O -4.083390 3.478510 0.726991 0.21 0.25 0.24 -0.60
H 1.454662 -1.231949 4.211552 0.34 0.08 -0.46 0.23
H -1.174702 -1.059045 -2.834493 -0.04 0.18 0.25 0.20
H -4.666566 1.343440 -2.155306 -0.07 -0.21 0.16 0.19
C 1.606809 -0.548304 2.160086 -0.18 -0.15 0.11 -0.30
C -2.674558 -0.877701 -0.571426 1.78 -0.29 0.68 -0.22
C -1.337694 -0.423338 -0.782685 -0.49 -1.39 -0.21 -0.29
H -4.668140 -1.022377 -1.429945 0.14 0.21 0.07 0.20
H -2.669610 2.703715 -2.202703 -0.24 -0.34 -0.27 0.20
Fe -2.549427 1.119759 -0.163101 2.85 1.54 5.34 -0.45
C -0.830229 -0.231478 -2.188332 0.14 0.32 -0.67 -0.44
H -0.503786 1.857045 -2.709336 -0.13 -0.08 0.17 0.19
C 4.107365 -1.307674 -0.398208 0.38 0.35 0.82 -0.36
C 3.641575 -1.298546 0.964634 0.48 -0.44 -1.45 -0.16
C -3.685835 2.478759 0.290588 -1.08 -0.13 -0.33 0.50
C -3.735972 -0.452350 -1.403308 -2.10 -0.38 -2.41 -0.46
C 3.339408 -1.820449 3.307948 0.84 -0.41 0.22 -0.37
H 0.266536 -0.285323 -2.194988 -0.27 0.00 -0.08 0.21
C -1.090814 2.030054 0.263380 0.81 0.96 0.27 0.64
H 0.669664 0.012024 2.146734 0.12 -0.30 0.17 0.25
H 1.252565 0.436995 -0.622237 0.24 -0.04 -0.07 0.22
C -2.528953 1.623935 -2.069789 -0.20 0.34 -0.92 -0.37
```
Forces are in eV/Å.

Properties
net charge: -1
spin multiplicity: 1
HOMO: -0.9 eV
largest force on an atom: 6.2 eV/Å
calculated total energy: -60694.2873 eV
relative energy (zero: lowest compared OMol25 entry of this formula, charge and spin): 0.00 kJ/mol
Kohn-Sham gap: 2.12 eV

[3]
# C19H16N6O2S2

An isolated molecule of C19H16N6O2S2 in a non-equilibrium geometry (ωB97M-V/def2-TZVPD, the OMol25 dataset).

XYZ file:
```
45
Properties=species:S:1:pos:R:3:forces:R:3:nbo_charge:R:1
C -0.189423 2.158454 -2.844322 -0.06 0.04 -0.01 -0.22
C -2.715231 0.601925 4.938475 0.08 -0.07 -0.23 -0.60
C -1.280369 1.690228 3.191157 -0.33 -0.13 0.27 -0.22
C -2.058675 0.433502 3.575537 0.02 0.18 0.09 -0.41
N -0.598715 1.534714 1.915952 -0.26 0.35 -0.12 -0.42
H -3.402471 1.444798 4.930517 -0.10 0.09 0.07 0.20
H 3.289803 -3.029214 -0.826557 0.01 -0.07 -0.01 0.24
H -4.059871 -0.327695 -1.169032 -0.21 0.10 -0.11 0.26
N 2.246230 -0.347883 2.449737 0.92 -0.46 -0.30 -0.23
C 2.340775 -0.134870 1.174645 0.44 -0.05 -0.48 0.13
N -0.981756 -1.242020 -1.939332 0.44 -0.22 0.25 -0.43
O -0.115164 -1.191066 -4.048180 -0.08 0.06 -0.32 -0.61
S -2.265441 -1.172835 0.274361 0.09 -0.06 -0.27 0.44
N 1.154487 0.265476 2.917985 -1.17 0.60 0.50 -0.33
H -0.519803 1.902544 3.944348 -0.06 0.05 -0.04 0.22
H -1.368734 -0.411476 3.597623 -0.01 -0.04 -0.06 0.22
C 1.089609 1.617788 -2.811189 -0.04 0.04 0.16 -0.16
O -2.334621 2.404741 0.752601 -0.11 0.05 -0.02 -0.61
C -3.047017 -0.671250 -1.196628 0.31 -0.12 0.00 -0.41
C 0.076003 -1.439055 -2.878931 0.01 -0.06 0.18 0.65
H -1.912889 2.683722 -1.666505 -0.07 0.03 0.00 0.24
C 0.863871 1.183422 -0.464739 -0.38 0.30 -0.57 0.26
H -1.962150 0.775823 5.702862 0.05 0.02 0.15 0.21
H 2.615640 0.719346 -1.609743 -0.05 0.00 -0.02 0.25
H 1.676000 1.565538 -3.714790 0.06 -0.03 -0.10 0.23
C -1.215940 1.932567 0.747242 -0.01 0.00 0.12 0.68
C -0.811425 -1.501060 -0.614826 0.10 -0.05 0.10 0.29
H -2.441315 -0.535536 -3.284161 -0.02 0.03 -0.10 0.26
S 3.539180 -0.877224 0.142789 0.04 -0.34 0.20 0.27
C 0.574545 0.853360 1.903342 0.83 -0.41 -0.45 0.52
H 2.127388 -2.064350 -2.883036 0.09 0.01 -0.09 0.24
H -0.598176 2.518292 -3.775097 -0.05 0.04 -0.09 0.22
C 1.346375 -2.101523 -0.896687 -0.40 -0.01 -0.48 0.24
N 1.294292 0.667677 0.747833 -0.17 0.10 1.26 -0.40
C 2.619415 -2.442066 -0.204213 0.32 0.39 0.11 -0.54
H 2.434598 -2.923515 0.753746 -0.01 -0.08 -0.11 0.26
N 0.289434 -1.910773 -0.070750 -0.05 -0.22 0.54 -0.54
C 1.621088 1.133831 -1.631602 0.11 0.12 0.00 -0.26
C -2.234020 -0.770540 -2.256533 -0.75 0.21 -0.11 -0.01
C -0.926695 2.244908 -1.682770 0.07 0.00 0.13 -0.14
C 1.271794 -1.904313 -2.248182 0.06 -0.24 0.14 -0.40
H -1.959268 2.538972 3.084553 0.14 -0.07 0.06 0.23
H -2.821129 0.240851 2.818152 0.04 0.00 -0.02 0.20
H -3.271567 -0.293754 5.200993 -0.07 -0.04 0.11 0.21
C -0.409291 1.771314 -0.477027 0.25 -0.08 -0.32 -0.22
```
Forces are in eV/Å.

Properties
SMILES: CCCn1c(=O)c2ccccc2n2c(SCc3cc(=O)n4ccsc4n3)nnc12
spin multiplicity: 1
HOMO: -8.5 eV
largest force on an atom: 1.4 eV/Å
calculated total energy: -54670.1892 eV
Kohn-Sham gap: 8.42 eV